Entry from the OMol25 dataset: C37H44NO6PS2TeW as an isolated structure (ωB97M-V/def2-TZVPD).

Computed properties:
- <S²>: 0.7643
- LUMO level (spin up / spin down): -9.27 / -10.58 eV
- Maximum force: 0.47 eV/Å

Structure (ORCA input):
```
! wB97M-V def2-TZVPD RIJCOSX def2/J DEFGRID3
* xyz 3 2
W 0.61483 0.31903 -1.00328
C -3.80490 1.68816 3.93465
C -2.70880 1.72049 2.91081
C -1.90850 2.85436 2.76139
C -0.87617 2.92132 1.82902
C -0.12020 4.21332 1.64663
O -0.75380 5.23896 1.64700
C 1.35305 4.16654 1.48430
C 2.10299 3.15724 2.08779
C 3.48690 3.19601 2.03030
C 4.11677 4.22894 1.34896
C 3.37174 5.22759 0.73525
C 1.98924 5.20889 0.81559
C -0.70111 1.79642 1.04378
O 0.27485 1.76707 0.03870
C -1.48903 0.65713 1.10836
C -2.50096 0.63167 2.06571
C -1.19286 -0.38249 0.06761
N 0.00265 -1.07645 0.23135
C 0.50847 -1.54470 1.52819
C -0.50844 -2.31891 2.35447
Te -1.21748 -4.16792 1.55996
C -2.96552 -4.37419 2.58943
C -3.34474 -3.57780 3.68139
C -4.52718 -3.85281 4.33497
C -5.33418 -4.91036 3.91199
C -4.95972 -5.70518 2.83408
C -3.77530 -5.44777 2.17296
C -2.34595 -1.01262 -0.62537
C -3.55746 -0.32535 -0.74417
C -4.63408 -0.90878 -1.39548
C -4.52022 -2.18157 -1.94002
C -3.32256 -2.87410 -1.82885
C -2.24473 -2.29427 -1.17532
H -3.85802 2.62436 4.48431
H -3.63819 0.88794 4.65705
H -4.77384 1.51698 3.46439
H -2.08925 3.72963 3.37275
H 1.60639 2.37122 2.64648
H 4.07585 2.44391 2.53835
H 5.19765 4.27584 1.32200
H 3.87229 6.03943 0.22522
H 1.39653 6.00758 0.38896
H -3.17080 -0.22035 2.11876
H 0.78668 -0.68175 2.14804
H 1.41666 -2.12133 1.35781
H -1.38381 -1.70890 2.56554
H -0.04321 -2.58310 3.30616
H -2.71879 -2.77145 4.03868
H -4.82528 -3.25810 5.18706
H -6.25662 -5.11996 4.43661
H -5.58760 -6.52698 2.52007
H -3.47961 -6.07659 1.34141
H -3.65975 0.67149 -0.33559
H -5.56629 -0.36677 -1.47837
H -5.36188 -2.63230 -2.44746
H -3.23265 -3.86600 -2.25252
H -1.30481 -2.82818 -1.11442
C -0.53497 2.82300 -2.68702
O -0.81795 1.44068 -2.31087
C -1.53756 0.69767 -3.32621
C -0.63329 -0.41127 -3.79793
O -0.08202 -1.00842 -2.59099
C 0.67097 -2.21245 -2.87611
H -1.48398 3.32928 -2.84915
H 0.08214 2.83990 -3.58564
H -0.00448 3.27594 -1.85336
H -1.80454 1.36439 -4.14537
H -2.44329 0.30731 -2.86837
H 0.19839 -0.06034 -4.41400
H -1.19128 -1.18091 -4.33282
H -0.00243 -2.93851 -3.32886
H 1.04956 -2.58758 -1.92563
H 1.49633 -1.97076 -3.54707
C 5.56317 3.49939 -2.55102
C 5.84436 2.12821 -2.00788
O 4.65365 1.67385 -1.22277
P 3.76116 0.45510 -1.49102
S 2.70780 -0.03040 0.17522
S 2.23207 0.87130 -2.77502
O 4.68508 -0.66292 -2.01941
C 4.47573 -2.11356 -2.10586
C 5.80313 -2.79232 -1.91322
H 6.42163 3.82368 -3.13924
H 5.40720 4.21740 -1.74867
H 4.69023 3.49511 -3.20296
H 6.65279 2.10598 -1.28215
H 6.03206 1.38729 -2.78256
H 4.05228 -2.29868 -3.09279
H 3.75231 -2.38446 -1.33247
H 6.50625 -2.49930 -2.68994
H 5.66352 -3.87150 -1.97429
H 6.22475 -2.55653 -0.93799
*
```